[1]
{
  "formula": "C30H28BrF9N2SSc",
  "method": "the ωB97M-V functional and the def2-TZVPD basis",
  "homo_ha": -0.1892,
  "e_above_lowest_kj_mol": 1.3,
  "total_charge": -1,
  "max_force_ev_per_a": 0.50,
  "multiplicity": 1,
  "elements": ["C", "C", "H", "H", "H", "H", "H", "C", "H", "S", "C", "C", "H", "H", "C", "H", "C", "C", "H", "C", "F", "C", "C", "H", "H", "F", "H", "F", "H", "H", "C", "H", "H", "H", "N", "C", "C", "C", "H", "C", "C", "C", "F", "C", "C", "F", "Sc", "C", "H", "N", "C", "H", "H", "F", "H", "C", "C", "H", "C", "F", "H", "C", "C", "H", "F", "C", "Br", "H", "C", "C", "H", "F"],
  "coordinates": [[1.08922, -3.69250, 3.17475], [-1.04486, -2.48937, -1.06979], [2.07117, 1.18969, 2.64536], [-1.44660, 2.36861, 1.62425], [-0.02248, -2.11721, -2.92353], [3.23764, 0.62905, 1.46882], [-3.31452, -5.04843, -0.71038], [1.58381, -0.44518, -5.15462], [-2.29066, -3.22285, 0.53861], [-2.61655, 0.35733, -0.60301], [2.72067, -1.48589, 3.40203], [2.07192, -3.71245, 4.15063], [1.96500, 2.68999, -3.73001], [-0.41706, 3.48503, 3.54937], [-2.23292, -4.61015, -2.50830], [-0.31588, 1.31585, 2.45690], [-5.17609, 1.30734, 2.40370], [3.56733, 0.46824, -3.92757], [2.05480, 1.53503, -0.37437], [-1.98798, -3.35707, -0.49717], [0.26668, -4.74173, 3.02296], [-3.33678, 0.14287, 3.37620], [-1.31193, -3.79515, -3.13501], [-1.04703, -3.96996, -4.17075], [-0.27957, 4.81351, 0.15158], [3.84756, -2.54435, 5.14778], [2.20990, -4.55482, 4.81011], [-2.70753, -0.36377, 4.43922], [0.55702, 2.04808, -4.58238], [-1.26371, 2.67709, -0.64367], [1.64021, 1.96712, -4.48110], [4.04859, 0.72333, -4.87630], [0.20343, 2.25965, -1.48040], [2.16269, 2.76888, 0.88368], [1.40910, -0.46116, 1.51696], [-3.37619, 0.53999, 0.95294], [1.40012, 0.19866, -2.79492], [0.25398, 4.20952, -0.58235], [1.32565, 4.33572, -0.41511], [2.04238, 0.54336, -4.07390], [0.85415, -0.10427, -1.74811], [-0.38536, 2.20691, 1.82782], [-0.01792, -2.60380, 1.39544], [0.16855, 3.38318, 2.63289], [2.16539, 0.77765, 1.63269], [-5.11504, 0.90937, 4.73312], [-0.25799, -0.69278, 0.04932], [0.94299, -2.60419, 2.36113], [0.02746, 4.63090, -1.56458], [0.24659, 1.88660, 0.53970], [-4.59807, 1.18345, 1.15314], [1.85745, -1.46529, -4.88125], [2.10196, 2.22990, -5.43737], [-1.59744, -0.59940, 2.00307], [2.05180, -0.20229, -6.11313], [1.70354, 1.80565, 0.62025], [-0.17851, 2.74401, -0.58012], [3.87702, -0.53646, -3.63774], [-4.55107, 0.78954, 3.52473], [3.59479, -0.46941, 3.59321], [0.50020, -0.40820, -5.27481], [-2.58685, -4.40415, -1.18738], [-2.79942, 0.03600, 2.11254], [1.20581, 3.22364, 2.93210], [-5.25512, 1.71453, 0.11746], [2.86644, -2.58690, 4.22569], [-3.03041, -6.04874, -3.47751], [0.11755, 4.32975, 2.09981], [1.72230, -1.43294, 2.40069], [-0.73718, -2.75050, -2.41288], [3.91618, 1.16361, -3.16250], [-6.35033, 1.93275, 2.54135]],
  "forces_ev_per_angstrom": [[0.0214, 0.0182, 0.0186], [0.0012, -0.1037, -0.2261], [-0.0200, -0.0026, -0.0106], [0.0233, 0.0197, -0.0106], [0.0010, -0.0020, -0.0228], [-0.0034, -0.0435, -0.0103], [0.0039, 0.0050, 0.0086], [0.0022, -0.0013, -0.0107], [-0.0161, -0.0003, 0.0244], [-0.1401, 0.0238, 0.2381], [-0.0336, -0.0463, -0.0074], [-0.0089, -0.0027, -0.0080], [0.0024, -0.0122, 0.0049], [-0.0047, -0.0089, -0.0100], [0.0096, 0.0165, 0.0139], [0.0318, 0.0453, 0.0091], [0.0541, -0.0259, -0.0396], [0.0180, 0.0010, -0.0089], [0.0160, -0.0414, -0.0183], [-0.0015, 0.0118, -0.0397], [-0.0187, -0.0318, 0.0018], [-0.1145, 0.0539, -0.0704], [0.0247, 0.0152, -0.0043], [0.0039, 0.0076, 0.0074], [-0.0013, -0.0171, 0.0034], [0.0342, -0.0108, 0.0425], [-0.0006, 0.0088, -0.0065], [0.0318, -0.0166, 0.0356], [0.0029, -0.0159, 0.0009], [-0.0206, 0.0255, 0.0333], [0.0072, 0.0240, -0.0149], [0.0048, -0.0038, 0.0110], [0.0035, 0.0257, 0.0300], [-0.0258, 0.0010, 0.0144], [0.0460, -0.1836, 0.0244], [0.1231, -0.0788, -0.1461], [0.0509, -0.0290, 0.0238], [0.0035, 0.0743, 0.0074], [-0.0176, -0.0155, -0.0049], [-0.0392, 0.0026, -0.0064], [0.1508, 0.0081, -0.2864], [-0.0450, 0.0314, 0.0221], [-0.0571, -0.1799, 0.1191], [0.0345, 0.0583, 0.0436], [0.0100, 0.0457, 0.0315], [-0.0161, 0.0102, 0.0477], [0.0811, 0.4920, -0.0039], [0.0491, 0.0435, 0.0029], [0.0102, -0.0156, 0.0039], [0.0020, 0.0213, 0.0255], [-0.0667, 0.0260, 0.0514], [0.0041, 0.0059, 0.0016], [-0.0093, 0.0077, 0.0077], [-0.0715, -0.0913, 0.1488], [-0.0050, -0.0053, 0.0032], [0.0568, 0.0292, -0.0031], [-0.0222, -0.0609, -0.0693], [-0.0110, 0.0007, 0.0007], [0.0396, -0.0294, 0.0145], [0.0309, 0.0361, 0.0041], [0.0053, 0.0069, 0.0075], [0.0000, -0.0026, 0.0124], [-0.0110, -0.0291, -0.0121], [-0.0233, -0.0151, -0.0240], [-0.0010, 0.0112, -0.0525], [-0.0078, 0.0216, -0.0154], [-0.0234, -0.0328, -0.0250], [-0.0188, -0.0019, -0.0025], [-0.0027, 0.0325, 0.0221], [-0.0800, -0.1420, 0.0339], [-0.0091, 0.0011, 0.0007], [-0.0484, 0.0302, 0.0124]],
  "mulliken_charge": [-0.259, 0.349, 0.531, 0.330, 0.091, 0.626, 0.396, -1.784, 0.259, -0.480, 0.566, -0.633, 0.316, 0.490, 0.296, 0.174, 0.168, -1.654, 0.348, 0.305, -0.310, -0.435, -0.762, 0.426, 0.354, -0.335, 0.492, -0.320, 0.383, 0.241, -1.748, 0.415, -0.153, 0.430, 0.288, 0.822, 0.646, -1.562, 0.265, 2.256, -0.841, -0.500, 0.363, -1.529, -1.209, -0.325, -0.919, -0.079, 0.491, 1.302, 0.345, 0.342, 0.452, 0.204, 0.438, -1.039, 0.031, 0.392, 0.640, -0.347, 0.362, -0.884, -0.564, 0.249, -0.351, 0.084, -0.266, 0.195, 0.191, -0.095, 0.349, -0.306]
}

=====

[2]
{
  "formula": "C23H53ClP2SiTc",
  "method": "the ωB97M-V functional and the def2-TZVPD basis",
  "homo_ha": [-0.2599, -0.2753],
  "s2": 3.80,
  "e_above_lowest_kj_mol": 50.3,
  "total_charge": 0,
  "max_force_ev_per_a": 5.19,
  "multiplicity": 4,
  "elements": ["C", "C", "C", "C", "P", "H", "H", "H", "H", "H", "C", "Si", "C", "H", "H", "P", "H", "H", "H", "C", "H", "H", "C", "C", "H", "H", "H", "H", "H", "C", "C", "H", "H", "H", "C", "C", "C", "H", "H", "H", "C", "H", "H", "Tc", "H", "H", "H", "C", "C", "H", "H", "H", "H", "C", "H", "H", "H", "Cl", "H", "H", "C", "H", "C", "H", "H", "H", "C", "H", "C", "H", "H", "C", "H", "H", "H", "H", "H", "H", "H", "H", "H"],
  "coordinates": [[2.07103, -2.61932, -2.60945], [-1.53329, 0.88076, 4.68302], [-2.22751, 2.71610, -2.27528], [1.54265, 0.88201, 4.68937], [0.33384, 2.67554, -1.10095], [2.11216, -3.45392, 0.28852], [3.72325, 1.43612, -1.82929], [0.11636, -3.04694, -3.39359], [1.57787, 1.91934, 4.33453], [-1.16982, 3.74548, 2.15045], [0.01210, -1.77681, 4.71723], [0.00612, -0.00868, 4.07844], [-1.08929, 3.20257, 1.19598], [-1.10194, 2.12035, 1.41445], [-1.55783, 0.88820, 5.78005], [-0.35621, -2.53347, -1.12314], [1.32006, -2.16102, 1.24874], [-2.06024, -2.13187, -2.69702], [1.30250, 3.61013, 2.41337], [-2.10793, -2.67628, -1.73855], [1.55335, 0.89339, 5.78711], [1.21438, 1.99277, 1.67445], [0.25074, 3.53366, 0.53473], [-2.50385, -4.13004, -2.02012], [-1.39518, 0.45685, -0.69766], [-2.62566, -1.13215, -0.24242], [1.82358, 2.22797, -2.82143], [-2.43513, 0.37328, 4.31880], [-2.17148, -3.46544, 1.15970], [-0.02010, -0.02476, 2.22893], [3.07654, 1.94426, -1.09857], [-1.55657, 1.91862, 4.32847], [2.64937, 1.16040, -0.45347], [-2.92005, 3.25801, -2.93387], [0.83237, -4.80279, -2.34796], [-0.98925, 4.92832, -2.11262], [-0.85927, 3.41798, -2.29550], [-3.57466, -4.16956, -2.26585], [3.71578, 2.59579, -0.48767], [2.37478, 4.82273, -1.24683], [0.69281, -3.28211, -2.48299], [2.66996, -3.18380, -3.33850], [1.49994, -5.06503, -1.51472], [0.01352, -0.34315, -0.94835], [-1.55862, 5.17512, -1.20246], [1.28731, -5.18958, -3.27180], [2.37444, 3.22273, 1.05038], [1.29721, -3.23106, 0.99033], [2.42895, 4.19127, -2.14980], [1.62323, -0.53327, -0.61452], [-2.66291, 2.68762, -1.26585], [0.91524, -2.30976, 4.39523], [3.47105, 4.18526, -2.49869], [1.36995, 3.06482, 1.46043], [-0.94774, -3.85434, 2.38845], [-0.00861, -1.76784, 5.81410], [-3.59718, -2.62735, -0.12686], [-0.13432, 0.06659, -3.30577], [-2.33593, -4.77879, -1.14675], [-1.95987, 3.46717, 0.58177], [-3.09644, -1.94125, -0.82319], [-1.54453, 5.32133, -2.97681], [-0.09040, -3.55975, 0.42807], [1.46888, -3.80771, 1.91117], [-2.14176, 1.68689, -2.64467], [-0.14476, -4.62593, 0.14653], [-0.02677, -0.13558, 0.95950], [-0.86234, -2.33416, 4.36058], [2.00931, 2.74938, -1.86588], [-1.95990, -4.53582, -2.88204], [-0.38330, 3.20199, -3.26723], [-1.14794, -3.25297, 1.48888], [-0.01518, 5.43559, -2.08193], [0.33922, 4.60893, 0.30572], [1.81777, 4.64165, -2.94430], [1.98714, -1.58573, -2.96582], [2.44944, 0.37057, 4.34281], [2.61297, -2.61899, -1.65200], [-3.87310, -1.47268, -1.44594], [-0.12750, -5.31562, -2.21524], [-1.06278, -2.19218, 1.77307]],
  "forces_ev_per_angstrom": [[0.1580, 0.0019, -0.0326], [0.0362, -0.0543, 0.0330], [-0.0206, -0.0406, -0.0459], [0.0145, -0.0325, -0.0285], [-0.0522, -3.2396, 0.5887], [-0.2188, 0.0648, 0.1823], [-0.0862, 0.1581, 0.2198], [0.1212, -0.0473, 0.2372], [-0.0118, -0.1948, 0.0619], [0.0075, -0.0985, -0.2194], [-0.0014, 0.0187, -0.0633], [-0.0768, 0.1523, -0.2605], [-0.1455, -0.0420, 0.1193], [-0.2196, 0.4912, -0.1364], [-0.0496, 0.0339, -0.1514], [-0.1047, -2.4557, -0.2221], [0.1988, -0.4285, -0.0772], [0.1041, -0.1208, 0.2937], [0.0040, -0.0786, -0.1926], [0.4013, -0.2902, 0.0047], [0.0209, 0.0142, -0.1687], [0.3235, 0.4807, -0.1204], [0.0761, 0.5140, -0.6682], [-0.3323, 0.0017, -0.1039], [-0.5222, 0.4389, 0.1408], [-0.1955, -0.3489, -0.2041], [0.0073, 0.1860, 0.2747], [0.1342, 0.1098, 0.0717], [0.2771, 0.0148, 0.0731], [0.0042, -0.4480, -3.0192], [0.1708, -0.0712, -0.0344], [-0.0001, -0.1802, 0.0535], [0.1388, 0.4021, -0.2791], [0.1072, -0.0461, 0.1276], [0.1173, -0.1284, -0.1947], [-0.2230, 0.2486, -0.3105], [0.2795, 0.0531, 0.1101], [0.2076, -0.0407, 0.0662], [-0.1721, -0.1026, -0.1444], [0.0385, -0.2047, -0.2919], [-0.2569, -0.0755, 0.1361], [-0.1257, 0.0840, 0.1303], [-0.1963, 0.0391, -0.1836], [0.1103, 4.0798, -1.4883], [0.2227, -0.0545, -0.2545], [-0.0678, 0.0263, 0.2550], [-0.2831, -0.0361, 0.1319], [0.1276, 0.0750, 0.1004], [0.5457, 0.0349, -0.2538], [0.5410, 0.1065, 0.0669], [0.1172, 0.0216, -0.3206], [-0.1555, 0.0736, 0.0430], [-0.1578, 0.2165, 0.0372], [0.1347, -0.1131, 0.1358], [-0.0139, 0.0897, -0.2480], [0.0048, -0.0285, -0.1455], [0.1444, 0.1403, -0.1870], [0.0344, -0.3467, -0.2515], [-0.0574, 0.1644, -0.2317], [0.2271, -0.0678, 0.1613], [-0.4201, 0.1474, 0.0659], [0.0681, 0.1014, 0.2752], [-0.1331, -0.0815, -0.3917], [-0.0590, 0.0646, -0.2269], [-0.0154, 0.3051, 0.1993], [-0.0007, 0.3720, -0.0278], [-0.0004, 0.0730, 5.1850], [0.1539, 0.0990, 0.0843], [-0.3626, 0.4744, 0.0054], [-0.1199, 0.0607, 0.2540], [-0.1402, 0.1052, 0.2139], [-0.0764, 0.1213, 0.1880], [-0.3284, -0.1025, 0.0784], [-0.0551, -0.1229, 0.3897], [0.1500, -0.0738, 0.2742], [0.0342, -0.2920, 0.1894], [-0.1415, 0.1090, 0.0607], [-0.1533, 0.0206, -0.3338], [0.1376, -0.1557, 0.2093], [0.2940, 0.0998, 0.0528], [-0.2430, -0.4454, -0.0677]],
  "mulliken_spin": [0.043, 0.009, 0.014, 0.012, -0.054, -0.007, 0.001, 0.012, -0.001, 0.001, 0.015, -0.018, -0.003, 0.007, 0.000, -0.383, 0.007, 0.039, 0.001, 0.049, 0.000, 0.010, -0.002, 0.002, 0.129, 0.032, 0.003, 0.000, 0.001, 0.157, 0.005, -0.001, 0.019, 0.000, -0.002, -0.003, 0.001, 0.003, -0.001, 0.000, 0.024, 0.004, 0.000, 2.880, 0.000, 0.001, 0.000, 0.029, -0.003, 0.098, -0.004, -0.002, 0.000, 0.002, 0.001, 0.001, 0.004, 0.099, -0.001, -0.002, 0.034, 0.000, -0.020, 0.001, 0.005, -0.003, -0.262, 0.000, 0.008, 0.000, -0.002, -0.002, 0.000, 0.000, 0.000, 0.008, 0.000, -0.023, 0.006, 0.000, 0.022]
}